P | 23
Properties=species:S:1:pos:R:3 method="wB97M-V/def2-TZVPD" lumo_energy_ev=-0.8 spin_multiplicity=1 homo_energy_ha=-0.307 gap_ev=7.5
C -0.649 0.485 1.661
C -0.237 -0.666 2.600
S -0.113 -2.290 1.827
C 0.385 0.929 0.543
N -0.307 0.895 -0.760
C -0.256 -0.455 -1.314
C 1.002 -1.280 -1.413
C 0.118 1.938 -1.689
H -1.614 0.196 1.183
H -0.911 1.374 2.248
H -0.963 -0.730 3.414
H 0.697 -0.512 3.142
H -1.832 -2.337 0.784
H 1.167 0.193 0.490
H 0.578 1.991 0.711
H -0.695 -0.473 -2.314
H -0.931 -1.027 -0.633
H 0.669 -2.211 -1.919
H 1.401 -1.685 -0.475
H 1.907 -0.945 -1.946
H 1.093 1.913 -2.217
H -0.007 2.952 -1.353
H -0.503 1.744 -2.569

=====

Q | 23
Properties=species:S:1:pos:R:3 method="wB97M-V/def2-TZVPD" lumo_energy_ev=0.9 spin_multiplicity=1 homo_energy_ha=-0.311 gap_ev=9.4
C 2.225 0.679 -1.435
N 1.887 1.097 -0.032
C 2.839 2.061 0.593
S 0.273 1.590 0.092
C -0.588 0.237 1.006
C 0.081 -0.019 2.353
C -2.034 0.705 1.157
C -0.553 -0.989 0.167
H 3.288 0.383 -1.440
H 1.619 -0.176 -1.738
H 2.075 1.480 -2.154
H 2.420 2.426 1.511
H 2.960 2.902 -0.075
H 3.831 1.618 0.771
H 1.122 -0.247 2.213
H -0.011 0.898 2.973
H -0.369 -0.899 2.848
H -2.074 1.775 1.347
H -2.575 0.536 0.211
H -2.559 0.160 1.936
H -0.825 -0.837 -0.856
H 0.431 -1.506 0.183
H -1.291 -1.704 0.541

=====

Which of them is the least stable? Correct choice: P.